# 1
# C40H47F3GeIIrN5O2P2

A structure of composition C40H47F3GeIIrN5O2P2 (wB97M-V/def2-TZVPD, the Open Molecules 2025 dataset).

Computed properties:
* energy: -147972.9691 eV
* HOMO-LUMO gap: 7.667 eV

The geometry in ORCA input format:
```
! wB97M-V def2-TZVPD RIJCOSX def2/J DEFGRID3
* xyz 1 1
F -4.6017 -5.7087 2.2215
H 0.6030 -1.4707 2.3369
C 0.8622 5.2709 -3.0811
H 3.4048 -2.6791 3.8465
C -5.0762 0.4020 -3.4206
C 3.1506 -1.0394 -0.7349
H -1.9854 -0.6492 1.8949
C 3.5418 -3.3450 2.9934
C -0.2464 4.4454 1.4932
H -2.0112 4.5640 -1.4532
H 0.3822 6.4819 1.6941
C -3.2552 2.3398 2.8567
H 3.9203 -4.2982 3.3631
N -1.4505 -2.2007 0.6482
H 3.2059 -5.0374 0.4042
H -2.7477 -5.2956 0.6790
H 2.1916 3.8271 -3.9471
C 1.9673 5.2200 0.9823
C -0.3225 5.4725 -2.3816
C 5.3641 -0.9564 -1.9547
F -3.9397 -4.7262 4.0336
H -0.2006 1.2340 3.8386
C -1.9299 1.9252 2.7611
H 6.4825 -2.4469 -2.9019
H 1.6577 -4.6154 -0.3331
C 4.7462 -2.1022 -4.1162
H 5.0381 -4.3721 -2.5056
P -1.6084 1.6465 -1.7835
H -1.2539 4.6434 1.8431
Ge 1.8461 -3.5951 2.0312
C -3.1848 2.0111 5.2360
C 4.8252 -3.4402 -1.9830
N 3.3848 0.4476 -2.2845
H -3.0620 1.3078 0.0964
P -1.0337 1.8068 1.2066
H -3.7082 -0.2434 -1.9045
H -0.6543 6.4762 -2.1515
H -4.9111 2.7026 4.1673
N 2.2060 0.5465 -1.8112
H -1.3180 1.3153 6.0370
C -5.3483 1.3579 -4.3920
I 0.5269 -2.8209 -2.1569
C 5.4141 -2.2609 -2.7547
H -3.6935 -1.8981 3.1281
N 2.0272 -0.3525 -0.8305
H 1.7174 1.8830 0.4433
C 1.2594 -1.7785 1.5127
O -0.3751 0.4579 1.1390
Ir 0.2281 -1.1436 -0.1633
C 0.1371 3.1536 1.1384
H -3.8113 2.6299 1.9742
H 0.2807 -3.5734 4.0562
C -4.3734 -4.5178 2.7812
C 1.4355 2.8930 0.7142
H -2.6643 3.3731 -3.9675
C -3.9400 0.5188 -2.6406
C -3.1412 -2.3858 2.3368
H 4.3064 -2.9081 2.3470
H -4.6899 3.1586 -5.3514
H 0.8369 1.8896 -3.2219
H 1.4543 6.1218 -3.3916
O -0.8776 0.3487 -1.7533
C 2.3494 3.9331 0.6330
H 3.3597 3.7389 0.2985
C -2.6189 -4.2667 0.9816
N 3.9982 -0.5498 -1.6269
C -1.6740 -3.4849 0.3403
C -0.6544 3.0894 -2.2712
C 1.2777 3.9858 -3.3902
H 0.9319 -5.1936 3.7956
H -5.7447 -0.4369 -3.2815
H -6.2341 1.2641 -5.0062
H 5.7701 -0.1282 -2.5331
C -1.8602 1.5998 5.1454
C -4.4830 2.4235 -4.5854
H -1.0794 -3.9043 -0.4574
C -1.0823 4.3870 -1.9821
C -3.3657 -3.7114 2.0017
C -2.1854 -1.6762 1.6415
H 3.7374 -3.3647 -1.9048
H 1.7385 -5.8689 0.9076
H 5.2009 -1.2978 -4.6959
C -3.0721 1.5972 -2.8228
H 3.3512 -1.8473 -0.0559
H 3.6807 -1.8858 -4.0069
H -3.6747 2.0417 6.2001
C 0.5208 2.8945 -2.9884
C 0.5277 -4.3138 3.2939
H 4.8338 -3.0248 -4.6891
C 0.6718 5.4778 1.4145
C 2.1398 -4.9028 0.5967
F -5.5441 -3.8675 2.8647
H -2.6824 3.0312 -0.0872
H 5.2481 -3.5221 -0.9778
C -2.2605 2.0252 -0.1061
C -3.8806 2.3820 4.0955
H 5.9216 -1.0366 -1.0215
H 2.1334 -1.1215 1.5932
C -3.3426 2.5459 -3.8036
H 2.6837 6.0287 0.9230
C -1.2322 1.5580 3.9129
H -0.3938 -4.6094 2.7900
*
```

Here are the Mulliken charges for atoms 1 to 6, given in e: number 1, F, carries -0.275; number 2, H, carries 0.237; number 3, C, carries -0.572; number 4, H, carries 0.375; number 5, C, carries -0.726; number 6, C, carries -1.134

# 2
# C11H42N8O10

A cluster of 10 separate species, C11H42N8O10 in total in a non-equilibrium geometry (wB97M-V/def2-TZVPD, the Open Molecules 2025 dataset).

Computed properties:
* energy: -44480.4350 eV
* structure (SMILES): NC(N)=O.NC(N)=O.NC(N)=O.NC(N)=O.CCO.CO.CO.CO.CO.CO
* HOMO-LUMO gap: 8.906 eV

The geometry in ORCA input format:
```
! wB97M-V def2-TZVPD RIJCOSX def2/J DEFGRID3
* xyz 0 1
N 2.0822 1.0458 2.8423
N -0.6718 2.9365 1.8051
H -0.1083 2.0464 1.6107
C -0.6095 0.1251 -1.6114
C 0.9455 4.6601 -0.4560
H 0.4873 -2.3776 0.7379
H -4.6586 -2.4370 -0.8229
H -0.0802 -2.6248 -3.7824
H -2.6578 -2.0922 4.3254
H -1.0619 -0.2526 -2.5550
H 2.7229 3.9888 -2.2274
O 2.5946 1.8181 0.6829
C 0.1057 -3.4139 -3.0832
H -3.7309 -2.6446 1.8121
N 4.0275 -0.2437 -2.4619
H -0.7006 4.8553 0.7104
H 0.5915 3.6020 -0.4508
H -4.6153 -1.2803 0.5375
H -4.0761 0.2002 2.3042
C 3.3672 -1.1761 -3.0712
O -2.3648 2.0711 0.3894
H -4.0207 -1.2314 3.7558
H 5.0120 -2.3618 -3.1124
C -0.8246 -3.4922 2.0761
H -0.4298 1.1743 -1.8203
N -2.3739 4.2017 1.3913
H -2.0806 5.0496 2.0018
H 0.3915 -4.4493 3.1215
N 4.0131 -2.2829 -3.2411
H 0.7046 -5.1939 -3.1018
O 0.6264 -4.5751 -3.8077
C 1.7697 1.1531 1.5768
H 0.8278 -3.0744 -2.3334
O -0.8806 -0.4873 3.0176
H 0.3064 0.3477 0.2823
O 0.1072 5.3955 0.4878
H 0.0823 0.0565 1.9513
H -3.2758 4.2486 0.9795
C -1.7723 3.1037 1.1131
H 3.0380 1.3088 3.0874
N -3.0505 0.1458 2.3232
H -1.2650 0.0930 -0.7243
N 0.5891 0.5981 1.2464
H -2.6009 0.8457 1.7374
O 0.5933 -0.4886 -1.3173
H 2.9684 3.0549 -3.6957
H -0.1813 3.6598 2.2952
C -0.4751 -2.8291 0.7473
O 2.0675 -0.9581 -3.5740
H 3.4271 0.5999 -2.2705
H 1.2208 -0.4229 -2.0343
H 4.9238 -0.2935 -1.9878
H -1.0379 -2.0273 0.4705
H 1.5019 0.9123 3.6697
H -1.8202 -3.9276 1.8906
H 2.0291 4.5821 -0.2876
C 3.1341 3.0070 -2.6150
H 3.5725 -2.9017 -3.9862
O 2.4608 1.9089 -1.9750
N -2.9827 -1.2544 3.8313
H -0.4487 -3.4437 -0.0714
O 0.1750 -4.4639 2.2047
H -3.1273 -1.6598 -0.2524
H 0.8577 4.9613 -1.5547
H -0.7851 -3.6886 -2.5229
H 4.1703 2.9184 -2.2696
C -4.0921 -2.1255 0.0597
C -2.2697 -0.5596 3.0724
H 2.4131 2.0468 -1.0312
H -0.8874 -2.8659 2.9407
O -3.8902 -3.1216 1.0197
*
```

Here are the Mulliken charges for atoms 1 to 6, given in e: number 1, N, carries -0.287; number 2, N, carries -0.068; number 3, H, carries 0.035; number 4, C, carries -0.666; number 5, C, carries -0.149; number 6, H, carries 0.410

# 3
# C41H73IN15

A cluster of 13 separate species, C41H73IN15 in total in a non-equilibrium geometry (wB97M-V/def2-TZVPD, the Open Molecules 2025 dataset).

Computed properties:
* energy: -74143.7142 eV
* HOMO-LUMO gap: 7.763 eV

The geometry in ORCA input format:
```
! wB97M-V def2-TZVPD RIJCOSX def2/J DEFGRID3
* xyz 1 1
N 6.2634 0.7338 3.2443
C 1.5103 6.6316 4.1891
C 2.0714 5.4661 -0.2139
C 3.2004 -4.7070 1.1579
C -7.5084 4.7252 -4.1999
C 0.5142 3.5609 -0.6342
C -6.9571 -2.8920 -1.2796
H -0.2983 -0.9549 -3.5872
H 0.4341 4.9488 1.0520
C 0.6433 0.2438 -2.1322
H -4.6777 3.8646 1.2165
H -1.9488 6.2070 0.8516
C -10.5676 6.0224 -2.5709
H 7.1545 -5.4699 0.0555
C 1.8254 -4.1436 0.8403
H 4.2314 -2.8291 1.0152
H -0.1347 -8.9987 2.3778
H -0.8791 1.0316 -3.3567
H -10.6068 5.2232 -3.3070
H 3.0406 -2.9350 3.2648
H 0.8388 0.2637 -1.0612
C 9.0822 -5.8628 0.7750
H 5.9527 -2.3284 2.9754
C -5.9609 -1.8445 -1.4646
H 1.8717 -2.0227 -2.5946
C 9.3620 4.0719 3.7122
N -7.0256 -5.3568 -4.0004
I 6.4552 0.9771 -0.0047
H -10.0267 6.8635 -2.9975
C 8.0782 -4.9346 0.2679
H 2.7548 -2.8265 -0.6265
C -6.0153 -4.8513 -4.2223
N 9.8768 -6.5900 1.1779
H -6.0132 4.7793 -2.7345
H 0.5948 -2.9811 -3.2823
C -2.7032 6.8548 0.4104
H 1.5780 -2.0439 0.4204
H 8.4359 -4.4656 -0.6464
N -0.9896 -2.0371 1.5918
C 0.8388 -8.5259 2.4859
C -4.3668 2.2264 2.4845
C -3.3166 -1.2011 0.7594
H -7.9268 -2.5495 -1.6336
H 1.3197 -3.8697 1.7656
H 1.4723 -5.9885 -3.5380
H 0.5391 -7.2183 -4.4111
C -2.0070 -1.6319 1.2358
H 0.1753 -6.8695 -2.7105
H 5.9450 0.8987 4.1928
H -0.0048 5.6828 -0.5422
C 0.6654 -3.1402 -1.1622
H -1.4033 0.9686 -0.7421
H -3.5120 -1.6543 -0.2017
H -4.0804 -1.5105 1.4697
C 5.0232 -2.2057 3.5275
C -0.2822 1.4166 -2.5344
C -0.9510 3.1295 -0.6732
H 0.9605 3.6380 -1.6169
H -5.1111 4.1353 2.9167
N -3.7871 1.2745 2.7708
N -5.1670 -1.0294 -1.6430
H 0.2639 2.2627 -2.9351
C -0.4690 -5.4144 -4.0744
H 4.2151 -4.1833 3.7305
H 1.0500 2.8884 0.0352
C 1.7877 -2.9587 -0.1356
H -2.2381 1.9553 -1.8942
H 0.6556 -4.2053 -1.3912
H 2.1427 6.5498 -0.2152
H -3.9841 -4.9382 -4.7421
C 5.3394 -0.0124 2.5908
H -2.2117 7.5902 -0.2225
H 7.8827 -4.1644 1.0119
H -5.9472 3.3791 -3.8211
H -1.2552 2.9913 0.3669
H 4.2701 -0.4138 4.1956
H 5.2360 -2.3279 4.5854
H -1.5926 3.9215 -1.0528
C -3.6278 6.0544 -0.3819
H -0.2890 -2.8677 -0.7251
N 6.9010 3.3984 4.2590
C 1.4684 -8.3913 1.1769
H 2.7323 5.0358 0.5366
H -7.1910 3.4686 -2.5592
N 5.2539 -0.0338 1.2870
H 1.5686 0.2913 -2.7053
N -1.2235 -4.6085 -4.3984
H 9.3712 4.9649 3.0908
C 4.2460 -3.7157 1.6589
H -4.8441 -3.5013 -5.3166
C -6.6095 4.0472 -3.2743
H -7.0336 -3.1550 -0.2264
H -6.1518 3.1427 1.8816
N -4.3437 5.3945 -0.9966
H 9.8915 4.2757 4.6403
H 0.7105 -7.5434 2.9359
N 4.4726 -0.8282 3.2959
H 6.4420 1.6598 2.8576
H -3.2386 7.3720 1.2035
C -9.8784 5.5498 -1.3750
C -1.2692 1.8100 -1.4195
H 0.8638 5.9601 4.7501
H -3.3460 -0.1208 0.6594
C 0.4872 -6.4350 -3.6581
N -8.2130 5.2744 -4.9260
C 0.8324 -2.3254 -2.4505
H 3.1235 -5.4876 1.9135
H 1.4633 -9.1383 3.1328
C -0.0413 -1.0677 -2.5361
H 2.4361 5.1293 -1.1827
H -4.4083 -3.6488 -3.6062
C 0.6224 4.9673 -0.0182
N 0.1413 7.8087 2.3063
H 1.9207 7.3790 4.8644
N 1.9612 -8.2904 0.1449
H 9.8610 3.2609 3.1861
C 4.0528 -3.3042 3.1119
H 4.5246 -0.6051 0.8799
H 1.2485 -4.9463 0.3867
H 5.2304 -4.1675 1.5327
H -11.5800 6.3337 -2.3217
C -5.1217 3.4135 2.1024
C 0.7442 7.2875 3.1358
H -0.9704 -1.2026 -1.9834
N -9.3209 5.1727 -0.4411
C -4.7362 -4.1968 -4.4875
H 2.3253 6.0614 3.7475
H -6.6618 -3.7720 -1.8472
C 7.9854 3.6938 4.0078
H 3.5925 -5.1434 0.2398
*
```

Here are the Mulliken charges for atoms 1 to 6, given in e: number 1, N, carries -0.456; number 2, C, carries -0.848; number 3, C, carries -1.498; number 4, C, carries -1.145; number 5, C, carries 0.355; number 6, C, carries -0.419

# 4
# C3H8N2OS

An isolated molecule of C3H8N2OS in a non-equilibrium geometry (wB97M-V/def2-TZVPD, the Open Molecules 2025 dataset).

Computed properties:
* energy: -19100.7018 eV
* structure (SMILES): [H]/N=C\NOCSC
* HOMO-LUMO gap: 9.992 eV

The geometry in ORCA input format:
```
! wB97M-V def2-TZVPD RIJCOSX def2/J DEFGRID3
* xyz 0 1
H 0.7399 0.7016 -2.4868
H -0.8867 -1.8340 1.2227
H -1.1394 0.0372 1.7569
O 0.3623 -0.1528 -0.7649
N 0.0998 0.7714 -1.7311
H -1.6976 0.1381 -0.4007
H 0.2543 1.2830 0.6433
C -0.5255 -0.9691 1.8636
N -2.1982 0.4661 -1.3057
S 1.2134 -0.6536 1.6429
H -0.5294 -1.2519 3.0071
C -1.2377 0.7648 -2.1095
H -1.4640 1.2260 -3.1455
H 1.9235 1.0230 0.0378
C 0.9590 0.4868 0.3219
*
```

Here are the Mulliken charges for atoms 1 to 6, given in e: number 1, H, carries 0.241; number 2, H, carries 0.243; number 3, H, carries 0.213; number 4, O, carries -0.225; number 5, N, carries -0.278; number 6, H, carries 0.395